Formula: C5H3NS
Source: the OMol25 dataset
Level of theory: ωB97M-V/def2-TZVPD

Cartesian coordinates (Å):
C: -0.292 1.901 -1.452
C: -0.019 1.678 -0.288
C: -1.794 -1.313 2.009
C: 0.241 -0.512 0.793
C: 0.809 -1.159 -0.200
N: -0.796 -1.007 1.477
S: 0.439 1.176 1.330
H: -0.403 1.954 -2.523
H: 1.488 -0.640 -0.814
H: 0.326 -2.079 -0.331

The spin multiplicity is 1. The LUMO energy is 0.06 eV. The total energy comes out at -17554.0265 eV. The calculation puts the relative energy (zero: lowest compared OMol25 entry of this formula, charge and spin) at 1.062 eV.